Entry 1:
C3H11N2O | ωB97M-V/def2-TZVPD

HOMO-LUMO gap: 11.5499 eV
Highest occupied orbital energy: -15.086 eV
Total charge: +1
Relative energy (zero: lowest compared OMol25 entry of this formula, charge and spin): 24.4 kcal/mol

Each line ends with the Mulliken charge.
Element x y z (Å)
1 C -1.864 0.116 -1.236  -0.8864
2 C -1.737 0.201 0.284  -0.3912
3 N -0.429 0.778 0.681  -0.1266
4 C 0.632 0.062 0.887  0.1646
5 N 1.846 0.546 1.204  -0.3533
6 H -1.543 1.084 -1.635  0.3111
7 H -2.893 0.003 -1.575  0.3678
8 H -1.227 -0.650 -1.620  0.1778
9 H -1.737 -0.816 0.669  0.3056
10 H -2.455 0.840 0.779  0.3310
11 H -0.250 1.727 0.365  0.2733
12 H 0.534 -1.000 1.086  0.2712
13 H 2.365 1.200 0.646  0.2467
14 H 2.322 0.001 1.903  0.2688
15 H 2.126 -1.446 -1.760  0.2823
16 H 0.720 -2.015 -1.659  0.3112
17 O 1.308 -1.374 -1.243  -0.5541

=====

Entry 2:
C5H10O2 | ωB97M-V/def2-TZVPD

HOMO-LUMO gap: 9.1219 eV
Structure (SMILES): C=C(O)/C=C/C.O
Highest occupied orbital energy: -8.412 eV
Total charge: 0
Relative energy (zero: lowest compared OMol25 entry of this formula, charge and spin): 63.9 kcal/mol

Each line ends with the Mulliken charge.
Element x y z (Å)
1 C -1.350 0.288 -1.892  -0.8615
2 C -1.293 0.129 -0.574  0.4735
3 O -2.115 -0.844 0.013  -0.5319
4 C -0.214 0.650 0.197  -0.1413
5 C 0.238 0.246 1.410  -0.1984
6 C 1.192 1.117 2.253  -1.1525
7 H -2.106 -0.272 -2.452  0.2585
8 H -0.911 1.074 -2.496  0.2664
9 H -2.028 -0.732 0.994  0.3319
10 H 0.348 1.354 -0.412  0.2229
11 H -0.214 -0.630 1.827  0.4273
12 H 0.896 0.988 3.288  0.3531
13 H 1.105 2.145 1.853  0.2883
14 H 2.194 0.700 1.969  0.2573
15 O 1.326 -1.880 -2.269  -0.6333
16 H 0.949 -1.756 -1.398  0.3350
17 H 1.982 -2.577 -2.310  0.3046

=====

Entry 3:
C29H29BaN2O4S | ωB97M-V/def2-TZVPD

HOMO-LUMO gap: 6.5644 eV
Highest occupied orbital energy: -4.354 eV
Total charge: -1

Each line ends with the Mulliken charge.
Element x y z (Å)
1 C 2.107 -0.046 1.225  -0.4810
2 C 2.149 -0.748 -0.002  -0.3734
3 C 1.786 0.144 -1.036  -0.3923
4 H 2.398 -1.787 -0.122  0.4457
5 C 1.553 1.405 -0.449  -0.7136
6 C 1.754 1.288 0.938  -0.5121
7 H 1.215 2.286 -0.963  0.2485
8 C -1.375 -1.649 1.595  -0.8142
9 C -0.278 -2.366 1.090  -0.0725
10 C -0.373 -2.370 -0.319  -0.9960
11 H 0.514 -2.808 1.671  0.3875
12 C -1.522 -1.648 -0.707  -0.6986
13 C -2.139 -1.209 0.495  -0.3042
14 H 1.721 -0.085 -2.086  0.1795
15 H 1.582 2.066 1.661  0.4381
16 H 2.322 -0.453 2.198  0.3749
17 H -3.022 -0.601 0.565  0.2867
18 H 0.334 -2.824 -0.989  0.3877
19 H -1.579 -1.438 2.632  -0.0661
20 Ba -0.077 -0.121 0.366  1.9432
21 C -2.053 -1.440 -2.109  3.1713
22 C -3.561 -1.712 -2.089  -1.9870
23 C -1.371 -2.390 -3.088  -2.2289
24 H -3.756 -2.722 -1.732  0.4548
25 H -3.979 -1.602 -3.084  0.4837
26 H -4.074 -1.020 -1.421  0.3090
27 H -1.561 -3.428 -2.821  0.4561
28 H -0.292 -2.235 -3.098  0.2666
29 H -1.750 -2.226 -4.091  0.4889
30 C -1.756 0.016 -2.490  -0.8603
31 C -2.294 0.538 -3.805  0.0882
32 H -0.671 0.156 -2.497  -0.1558
33 H -2.113 0.677 -1.701  0.5569
34 O -3.201 0.024 -4.451  -0.6945
35 N -1.693 1.681 -4.250  -0.0187
36 C -0.506 2.311 -3.718  -1.1414
37 H -2.017 1.976 -5.157  0.2957
38 C 0.811 1.733 -4.184  0.8710
39 C 1.993 2.357 -3.788  -0.2713
40 H 1.947 3.228 -3.146  0.3712
41 C 3.223 1.867 -4.193  -0.6255
42 H 4.130 2.363 -3.876  0.3830
43 C 3.292 0.734 -4.996  -0.4740
44 H 4.252 0.347 -5.309  0.3818
45 C 2.122 0.102 -5.385  -0.6676
46 H 2.165 -0.782 -6.008  0.4013
47 C 0.889 0.601 -4.984  -0.1098
48 H -0.019 0.107 -5.302  0.3722
49 H -0.534 2.285 -2.630  0.0588
50 H -0.547 3.367 -3.988  0.5596
51 O 2.124 3.204 5.831  -0.6542
52 S 2.116 1.675 5.968  0.9403
53 O 3.554 1.139 5.908  -0.6468
54 N 1.637 1.280 4.323  -0.4545
55 C 0.582 0.544 4.298  0.2361
56 O 0.029 0.086 3.160  -0.4284
57 C 0.023 0.204 5.612  0.0786
58 C -1.108 -0.575 5.877  -0.2024
59 C -1.481 -0.788 7.214  -0.6209
60 C -0.725 -0.225 8.259  -0.4846
61 C 0.408 0.555 7.973  -0.5417
62 C 0.758 0.753 6.637  0.1582
63 H -1.688 -1.007 5.072  0.4048
64 H -2.354 -1.388 7.439  0.4008
65 H -1.019 -0.395 9.287  0.3787
66 H 0.996 0.990 8.771  0.4330

=====

Entry 4:
C3H4O3Pm | ωB97M-V/def2-TZVPD

2S+1: 5
HOMO-LUMO gap (spin up / spin down): 5.3213 / 4.4106 eV
Highest occupied orbital energy (spin up / spin down): -21.757 / -21.101 eV
Total charge: +3
Relative energy (zero: lowest compared OMol25 entry of this formula, charge and spin): 105.5 kcal/mol

Each line ends with the Mulliken charge.
Element x y z (Å)
1 C 0.425 0.528 -0.350  -0.3154
2 C 0.263 -0.565 -1.238  -0.1691
3 O -0.652 1.351 0.026  -0.5264
4 H 1.374 1.068 -0.303  0.4416
5 H -0.086 -1.549 -1.549  0.4021
6 H -0.007 -0.182 -2.229  0.3290
7 H -0.490 2.280 -0.186  0.4224
8 O 0.938 -1.903 0.482  -0.2341
9 C 0.558 -1.065 1.277  0.8644
10 O -0.267 -0.820 2.110  -0.6016
11 Pm -2.057 0.858 1.959  2.3871

=====

Entry 5:
ClLi | ωB97M-V/def2-TZVPD

2S+1: 2
HOMO-LUMO gap (spin up / spin down): 3.7561 / 8.9467 eV
Highest occupied orbital energy (spin up / spin down): -0.271 / -4.959 eV
Total charge: -1
Relative energy (zero: lowest compared OMol25 entry of this formula, charge and spin): 2.9 kcal/mol

Each line ends with the Mulliken charge.
Element x y z (Å)
1 Li 14.521 0.013 -28.167  -0.2570
2 Cl 12.188 1.050 -28.203  -0.7430

=====

Entry 6:
C15H20BClIrN4O2 | ωB97M-V/def2-TZVPD

2S+1: 2
HOMO-LUMO gap (spin up / spin down): 7.5739 / 5.8589 eV
Highest occupied orbital energy (spin up / spin down): -15.654 / -15.733 eV
Total charge: +2
Relative energy (zero: lowest compared OMol25 entry of this formula, charge and spin): 3.4 kcal/mol

Each line ends with the Mulliken charge.
Element x y z (Å)
1 Ir -1.390 -0.351 -1.509  1.1944
2 Cl 0.331 -6.926 0.866  -0.0473
3 C 0.255 -5.411 0.156  0.2890
4 C 1.443 -4.694 -0.122  -0.6247
5 C 1.370 -3.463 -0.691  -0.3800
6 C 0.101 -2.854 -0.981  0.7430
7 O 0.120 -1.676 -1.469  -0.8772
8 C -1.102 -3.612 -0.726  0.6673
9 C -2.419 -3.138 -1.124  0.0054
10 O -2.672 -2.013 -1.547  -0.5590
11 C -1.008 -4.865 -0.179  -0.7161
12 H 2.397 -5.139 0.124  0.4559
13 H 2.260 -2.890 -0.916  0.4764
14 H -3.247 -3.852 -1.069  0.4347
15 H -1.897 -5.459 -0.001  0.4625
16 B 0.255 -0.483 2.533  0.0730
17 C -0.753 -0.470 1.367  0.3579
18 N -1.440 -0.457 0.424  -0.6014
19 H 0.147 -1.515 3.135  -0.0676
20 H 1.279 -0.455 1.858  -0.1221
21 H 0.111 0.516 3.186  -0.0828
22 C 2.203 2.665 1.221  -0.4226
23 C 2.701 1.722 0.143  -0.6600
24 N 1.566 1.309 -0.694  0.0044
25 C 0.416 1.959 -0.772  0.3559
26 N -0.543 1.423 -1.607  -0.4295
27 C -1.888 1.914 -1.518  -0.3530
28 C -2.194 2.721 -0.273  -0.6011
29 C -1.098 3.760 -0.144  -0.6562
30 N 0.216 3.102 -0.140  0.1006
31 C 1.335 3.736 0.585  -0.6288
32 H 3.050 3.127 1.723  0.4015
33 H 1.628 2.113 1.967  0.0964
34 H 3.138 0.826 0.580  0.3833
35 H 3.450 2.201 -0.490  0.3825
36 H 1.661 0.496 -1.283  0.1567
37 H -2.663 0.961 -1.494  0.1519
38 H -2.224 2.361 -2.454  0.5916
39 H -2.188 2.078 0.608  0.1716
40 H -3.169 3.197 -0.350  0.4439
41 H -1.206 4.289 0.801  0.4525
42 H -1.142 4.502 -0.946  0.2756
43 H 0.901 4.391 1.336  0.4273
44 H 1.908 4.351 -0.113  0.2743